Density functional theory data (ωB97M-V/def2-TZVPD) for a molecular structure, C42H46N10O3S2SiTi in a non-equilibrium geometry.

As for the energy above the lowest of the compared OMol25 structures with the same formula, charge and spin: 168.5 kJ/mol. The value obtained for the LUMO energy (spin up / spin down) is 0.1 / 0.1 eV. The gap between HOMO and LUMO (spin up / spin down) is 6.03 / 6.03 eV. The HOMO energy (spin up / spin down) is -5.9023 / -5.9079 eV.

Geometry as XYZ:
```
105
Properties=species:S:1:pos:R:3:forces:R:3
Ti -0.612 0.028 0.521 -1.1925 -1.4588 0.9821
C -2.420 5.439 0.872 0.0083 -0.0223 0.0227
C -1.395 5.136 1.765 -0.0386 0.0120 -0.0209
C -1.085 3.817 2.052 0.0192 -0.0709 0.0068
C -1.798 2.767 1.464 0.0964 0.1274 -0.0016
C -2.817 3.082 0.563 -0.0167 -0.0535 -0.0007
C -3.122 4.405 0.268 -0.0247 0.0080 -0.0069
N -1.510 1.412 1.722 0.4479 -0.0373 -0.3535
C -1.773 0.891 2.981 0.1519 -0.3789 0.3015
C -2.048 1.602 4.152 -0.0764 0.0030 0.1291
C -2.302 0.923 5.337 0.0263 0.0857 -0.0671
C -2.296 -0.468 5.391 0.0101 -0.0668 -0.1158
C -2.045 -1.202 4.241 -0.0481 0.1074 0.1745
C -1.772 -0.530 3.059 -0.0060 0.3169 -0.2006
N -1.561 -1.116 1.822 0.7485 1.3116 -0.9947
N -2.224 -2.224 1.487 -0.4195 -0.4668 -0.7958
C -2.511 -2.166 0.177 0.3652 0.1583 1.0174
C -3.187 -3.224 -0.472 -0.4134 -0.0984 -0.5377
C -3.681 -3.021 -1.730 0.0880 -0.2371 0.3759
C -3.467 -1.792 -2.388 0.1397 0.3756 -0.0521
C -2.685 -0.855 -1.766 -0.1873 -0.2990 -0.3216
N -2.194 -1.022 -0.526 1.1648 0.1704 0.4493
H -2.671 6.470 0.658 0.0043 0.0033 -0.0006
H -0.834 5.934 2.235 0.0080 -0.0005 0.0069
H -0.275 3.583 2.733 -0.0085 0.0300 0.0076
H -3.379 2.268 0.120 0.0038 0.0108 0.0041
H -3.925 4.627 -0.424 -0.0050 -0.0017 0.0011
H -2.089 2.683 4.139 0.0137 -0.0063 -0.0027
H -2.512 1.494 6.232 -0.0094 -0.0050 0.0001
H -2.501 -0.976 6.324 0.0031 -0.0005 0.0066
H -2.066 -2.283 4.236 0.0060 -0.0071 -0.0150
H -3.334 -4.148 0.068 -0.0149 0.0050 0.0176
H -4.235 -3.808 -2.226 -0.0016 -0.0059 -0.0068
H -3.848 -1.608 -3.382 0.0067 0.0025 -0.0056
H -2.391 0.060 -2.269 -0.0346 0.0010 -0.0076
C 3.067 -4.290 4.282 -0.0023 0.0332 -0.0444
Si 3.443 -3.450 2.647 0.0033 -0.0595 -0.0361
C 5.289 -3.112 2.528 -0.0683 0.0080 -0.0007
C 2.947 -4.595 1.256 0.0435 0.0185 0.0594
C 2.590 -1.763 2.682 -0.0114 0.0083 -0.0201
C 2.910 -0.938 3.754 0.0134 -0.0560 -0.0336
C 2.339 0.321 3.922 -0.0276 0.0687 0.0121
C 1.438 0.742 2.973 0.0395 0.0149 -0.0043
N 1.134 -0.010 1.913 -0.5387 0.0476 -0.2787
C 1.661 -1.245 1.752 0.1586 0.0552 0.0359
S 1.032 -2.035 0.348 -0.1659 0.2328 -0.1500
H 3.575 -5.255 4.343 0.0038 0.0005 0.0042
H 1.994 -4.467 4.380 -0.0012 -0.0014 0.0004
H 3.384 -3.690 5.137 0.0038 0.0022 0.0020
H 5.861 -4.042 2.576 -0.0012 -0.0029 0.0021
H 5.633 -2.464 3.337 0.0041 -0.0024 0.0026
H 5.525 -2.619 1.582 0.0076 0.0005 -0.0004
H 3.497 -5.533 1.377 -0.0007 -0.0026 0.0000
H 3.187 -4.177 0.278 -0.0131 0.0051 -0.0005
H 1.879 -4.812 1.272 -0.0025 0.0090 -0.0052
H 3.621 -1.284 4.498 0.0009 -0.0065 -0.0014
H 2.584 0.947 4.767 -0.0041 0.0088 -0.0054
H 0.939 1.701 3.028 0.0126 -0.0115 0.0166
N -0.114 4.089 -1.151 0.0127 0.0312 0.0521
C 1.094 4.040 -0.511 0.1283 0.0510 0.0461
N 1.604 2.964 -0.016 0.0231 -0.1652 -0.1175
C 2.881 3.205 0.470 0.0714 0.0809 0.0265
C 3.729 2.245 1.018 -0.0146 0.0117 -0.0020
C 4.972 2.636 1.486 -0.0281 -0.0178 -0.0189
C 5.384 3.966 1.410 0.0061 0.0181 -0.0021
C 4.563 4.931 0.850 0.0045 -0.0047 -0.0011
C 3.320 4.535 0.377 -0.0657 -0.0513 -0.0278
S 2.088 5.487 -0.408 -0.0219 0.0018 0.0251
H -0.672 3.274 -0.938 -0.0563 -0.0612 -0.0506
H -0.646 4.933 -0.993 0.0216 0.0247 -0.0354
H 3.401 1.216 1.074 0.0125 -0.0169 0.0253
H 5.633 1.897 1.920 -0.0041 -0.0104 0.0010
H 6.357 4.250 1.788 0.0061 0.0001 -0.0022
H 4.887 5.960 0.780 -0.0060 0.0074 -0.0039
C 1.131 2.101 -3.569 -0.0418 0.0063 0.0172
N 1.843 1.068 -2.837 -0.0607 0.0514 -0.0615
C 3.212 0.797 -3.239 0.0456 -0.0196 -0.0177
C 1.299 0.424 -1.825 0.2424 -0.1352 -0.0405
O 0.144 0.617 -1.412 -0.7193 0.2717 0.5498
H 1.113 1.846 -4.630 0.0138 -0.0074 -0.0056
H 1.630 3.062 -3.439 0.0101 -0.0025 0.0121
H 0.117 2.180 -3.186 0.0583 -0.0079 -0.0292
H 3.829 1.683 -3.076 0.0036 0.0071 -0.0005
H 3.245 0.531 -4.296 -0.0053 0.0207 0.0452
H 3.611 -0.021 -2.642 -0.0082 -0.0036 0.0079
H 1.924 -0.344 -1.358 0.0026 0.0395 0.0310
O 2.904 0.693 -6.613 -0.0168 -0.0207 -0.0040
C 2.568 -0.440 -7.399 -0.0493 -0.0289 -0.0392
N 1.190 -0.465 -7.823 -0.0003 0.0427 0.0940
C 0.136 -0.534 -6.920 -0.0203 0.1416 -0.2055
O -0.877 0.110 -7.100 0.0960 -0.0938 0.0625
C 0.280 -1.465 -5.766 -0.0102 -0.0685 0.1181
C 0.829 -2.737 -5.870 0.0123 0.0470 -0.0984
C 0.847 -3.550 -4.752 0.0257 -0.0820 0.0464
C 0.327 -3.058 -3.562 -0.0034 0.0427 -0.0526
N -0.205 -1.843 -3.451 0.1127 0.0147 0.1032
C -0.235 -1.079 -4.534 -0.0088 0.0253 0.0125
H 2.865 1.483 -7.161 0.0101 0.0339 -0.0253
H 2.781 -1.296 -6.769 -0.0055 -0.0336 0.0255
H 3.194 -0.494 -8.291 -0.0150 0.0057 0.0004
H 0.964 0.175 -8.574 -0.0076 -0.0304 -0.0018
H 1.211 -3.091 -6.820 0.0060 -0.0062 -0.0050
H 1.252 -4.552 -4.794 0.0001 0.0059 -0.0122
H 0.333 -3.661 -2.661 -0.0039 0.0071 0.0130
H -0.688 -0.098 -4.428 -0.0214 -0.0048 -0.0051
```
Forces are in eV/Å.

Here are the Mulliken charges for atoms 1 to 2, given in e:
1. Ti -0.1411
2. C -0.9449